[1]
C2H4O4 | ωB97M-V/def2-TZVPD

Results
Strongest force on any atom, eV/A: 4.4
Gap between HOMO and LUMO, eV: 10.88
E, a.u.: -379.5158
Energy relative to the best compared isomer or geometry (same formula, charge and spin), kcal/mol: 51.9

Structure (XYZ):
```
10
Properties=species:S:1:pos:R:3:forces:R:3:nbo_charge:R:1
O 0.374005 0.960823 -0.516546 2.0936 -0.4737 1.0123 -0.7019
C 1.263022 0.398726 0.194632 0.5323 3.0421 -3.1934 0.7241
O 2.038987 -0.567353 -0.259650 -0.7516 -0.6785 0.5134 -0.6439
H 1.804896 0.974988 0.951363 -0.5213 -0.4234 0.6407 0.1453
H 1.476205 -1.157058 -0.798509 0.2487 0.2493 -0.1330 0.5062
O -0.224019 -0.885669 0.866563 -2.2805 0.6423 -0.4541 -0.7036
C -1.058647 -0.102368 0.342208 0.0940 -2.5967 1.9089 0.7013
O -1.790773 -0.528995 -0.684458 0.1275 0.0772 -0.0312 -0.6537
H -1.479398 0.752140 0.889748 0.3934 0.1492 -0.3714 0.1343
H -2.404279 0.154766 -0.985352 0.0638 0.0122 0.1079 0.4918
```
Positions in Å, forces in eV/Å.

---

[2]
C47H36F6INO3Ta | ωB97M-V/def2-TZVPD

Results
Strongest force on any atom, eV/A: 1.0
Gap between HOMO and LUMO, eV: 7.64
E, a.u.: -3046.9897
Energy relative to the best compared isomer or geometry (same formula, charge and spin), kcal/mol: 9.9
Net charge: +1

Structure (XYZ):
```
95
Properties=species:S:1:pos:R:3:forces:R:3:mulliken_charge:R:1
Ta -0.238097 0.749953 0.111076 -0.0841 -0.3783 0.4027 0.0745
O -1.248434 -0.106341 -1.220264 -0.3657 0.3389 -0.6723 -0.4954
C -2.455199 -0.846556 -1.479157 0.5770 0.3073 0.2284 2.5551
C -2.779850 -1.470266 -0.111024 -0.2348 -0.2217 0.0402 -1.2760
C -1.614493 -2.259112 0.406071 -0.0615 0.2222 0.1355 -0.5259
C -1.702800 -3.638251 0.454507 0.0179 -0.0317 0.0058 -0.6555
C -0.585429 -4.379751 0.777307 -0.0314 -0.0848 0.0080 -1.3140
C 0.595481 -3.712723 1.028445 -0.0009 0.0159 0.0435 -0.9616
C 0.629136 -2.326959 1.014060 -0.0127 0.1981 -0.0769 -0.6065
C 1.932239 -1.643187 1.317170 0.2081 -0.2220 0.1378 -1.2403
C 2.517131 -0.844012 0.145396 -0.4258 0.5488 0.3678 2.7872
O 1.447649 0.052698 -0.167779 0.6059 -0.2974 -0.7174 1.8667
C 2.847182 -1.688492 -1.061253 0.2296 -0.2616 0.0471 0.2189
C 2.324843 -1.438967 -2.317931 -0.0352 0.0120 -0.1304 0.2391
C 2.720920 -2.211130 -3.407346 -0.0406 -0.0156 0.0304 -0.7714
C 3.633682 -3.238212 -3.243301 0.0070 -0.0052 0.0793 -0.6664
C 4.163680 -3.490260 -1.981012 -0.0139 0.0234 -0.0460 -0.8807
C 3.779443 -2.715452 -0.902018 -0.0550 -0.0058 -0.0570 -0.6160
C 3.713763 0.015354 0.556364 0.0621 -0.0214 0.0987 -0.3604
C 4.328993 0.788869 -0.425430 -0.0167 -0.0670 -0.0755 -0.4197
C 5.364880 1.647244 -0.103564 0.0396 0.0499 0.0555 -0.9334
C 5.813247 1.739163 1.209542 -0.0326 -0.0245 -0.0365 -0.6263
C 5.220958 0.961772 2.189746 -0.0373 -0.0167 -0.0556 -0.9794
C 4.174328 0.104366 1.865493 -0.0089 0.0929 -0.0621 -0.1025
N -0.483093 -1.597341 0.737112 0.1940 0.1699 -0.0347 0.6642
C -3.521802 0.118783 -1.956157 -0.1792 -0.0155 0.1092 0.0527
C -3.171048 1.143610 -2.825474 0.0759 0.0565 -0.1373 0.0546
C -4.140991 1.982217 -3.352843 0.0011 0.0306 0.0354 -1.0000
C -5.475781 1.810194 -3.010980 -0.0174 -0.0287 0.0078 -0.7039
C -5.834971 0.785856 -2.147627 0.0846 0.0474 -0.0176 -1.0265
C -4.861907 -0.058242 -1.628710 0.0190 0.1220 0.0158 0.0617
C -2.157437 -1.900943 -2.530442 -0.0391 -0.1946 -0.1048 -0.0038
C -3.098455 -2.240170 -3.498137 -0.0397 -0.0774 -0.0170 -0.8296
C -2.843478 -3.262133 -4.403112 0.0526 -0.0072 0.0184 -1.0342
C -1.641989 -3.953025 -4.359593 -0.0101 0.0446 0.0335 -0.8146
C -0.690711 -3.608440 -3.408860 -0.0540 0.0063 -0.0404 -1.2675
C -0.948799 -2.591159 -2.503316 0.1074 -0.0123 -0.0229 -0.0611
H -3.628707 -2.143331 -0.215306 -0.0416 0.0211 0.0804 1.0493
H -3.060568 -0.674908 0.580920 0.0112 0.0506 0.0158 -0.1108
H -2.637861 -4.114754 0.197661 -0.0072 -0.0025 0.0016 0.5742
H -0.626963 -5.460292 0.807856 -0.0009 -0.0024 -0.0137 0.4602
H 1.504302 -4.253880 1.248927 0.0091 0.0000 -0.0044 0.5657
H 2.653573 -2.390404 1.647497 -0.0472 -0.0206 0.0039 1.2334
H 1.769857 -0.948257 2.136256 0.0678 0.0033 0.0388 0.0580
H 1.610726 -0.639113 -2.465118 -0.0046 -0.0091 0.0298 0.3310
H 2.305860 -2.005269 -4.385099 -0.0087 0.0108 -0.0121 0.4669
H 3.940673 -3.836947 -4.089865 0.0026 -0.0029 -0.0183 0.4347
H 4.890214 -4.279449 -1.841459 0.0005 -0.0161 -0.0173 0.4713
H 4.230250 -2.895533 0.066897 -0.0013 0.0135 0.0219 0.3665
H 3.999064 0.704723 -1.455180 -0.0035 0.0230 0.0283 0.4317
H 5.833546 2.241437 -0.876728 0.0008 0.0000 -0.0272 0.4509
H 6.627151 2.405385 1.461902 0.0155 0.0112 -0.0035 0.4566
H 5.568659 1.019158 3.212577 -0.0064 -0.0079 0.0161 0.4319
H 3.727580 -0.476200 2.658247 -0.0468 -0.0688 0.0497 0.3153
H -2.133596 1.276818 -3.111571 -0.0524 -0.0279 0.0344 0.4281
H -3.853449 2.771692 -4.034428 -0.0010 0.0126 -0.0079 0.4362
H -6.233015 2.464517 -3.421300 0.0024 0.0130 -0.0078 0.4181
H -6.871343 0.637538 -1.876657 -0.0174 0.0022 -0.0043 0.4859
H -5.172480 -0.853008 -0.967368 0.0084 -0.0717 0.0672 0.3786
H -4.039232 -1.709153 -3.561828 0.0248 0.0008 0.0321 0.4431
H -3.586783 -3.511450 -5.148015 -0.0106 -0.0030 -0.0138 0.4499
H -1.445375 -4.747456 -5.066686 0.0093 -0.0101 -0.0092 0.4428
H 0.257988 -4.127409 -3.370612 0.0331 -0.0038 -0.0019 0.5292
H -0.184730 -2.327046 -1.783372 -0.0018 0.0140 -0.0395 0.4526
I 1.363658 3.116903 -0.508800 -0.0985 0.0633 -0.1165 -0.0040
C 1.902654 2.992212 1.537015 -0.0776 -0.1660 0.0908 -0.0348
C 2.824905 3.941096 1.859059 0.1072 -0.0737 0.3952 -0.5118
C 3.274744 4.046516 3.194867 0.0237 0.1011 -0.2215 -0.9234
C 2.777608 3.204963 4.134842 -0.0776 -0.1260 0.0533 -0.8866
C 1.819162 2.212102 3.805763 0.0247 -0.0021 0.1716 1.0341
C 1.336706 1.359491 4.831944 0.0716 0.1097 -0.0176 -1.1457
C 0.409060 0.403119 4.566746 -0.0920 -0.0332 -0.1410 -1.2518
C -0.069134 0.251257 3.246520 0.0272 0.0507 0.2404 -0.7559
C 0.365553 1.027790 2.205018 -0.0043 0.1001 -0.1293 1.8766
C 1.337360 2.061047 2.477641 0.0331 0.0333 -0.1959 0.1155
H 3.219078 4.617878 1.114796 -0.0072 0.0100 -0.0355 0.4647
H 4.002606 4.802479 3.454841 0.0116 0.0100 -0.0254 0.4340
H 3.105394 3.279117 5.164056 -0.0075 -0.0093 0.0152 0.4449
H 1.719053 1.497223 5.835692 0.0161 0.0058 0.0008 0.4267
H 0.040636 -0.239348 5.355132 -0.0272 -0.0080 0.0029 0.4068
H -0.806622 -0.522046 3.065946 0.0419 -0.0226 0.0010 0.3206
C -3.398332 3.583743 0.064283 -0.0549 0.1186 0.0425 -1.6407
C -2.553509 2.857353 1.100070 0.3321 0.0690 -0.2896 1.1724
O -1.566184 2.115536 0.452371 -0.3402 -0.5840 0.2958 0.3502
C -1.871724 3.886479 2.039175 -0.3874 0.1117 -0.1614 0.4618
F -1.402597 3.342622 3.158514 0.1054 -0.1215 0.1611 -0.2802
F -0.848661 4.464497 1.401111 0.0763 0.1068 -0.0253 -0.2669
F -2.734097 4.851738 2.377268 0.0968 0.0551 0.0827 -0.2885
C -3.440173 1.909907 1.939935 -0.1594 0.3861 -0.0162 0.2766
F -2.737129 0.955503 2.551469 0.0793 -0.1563 0.0675 -0.1324
F -4.102565 2.601867 2.871418 -0.0832 -0.1231 -0.0330 -0.3145
F -4.340657 1.293096 1.164485 -0.0675 -0.0910 -0.0369 -0.2119
H -2.765528 4.292576 -0.468532 -0.0071 -0.0122 -0.0054 0.4773
H -4.217086 4.125863 0.532039 -0.0200 0.0021 0.0176 0.4604
H -3.802313 2.861053 -0.639799 0.0455 -0.0307 -0.0232 0.0731
```
Positions in Å, forces in eV/Å.

---

[3]
C5H10O | ωB97M-V/def2-TZVPD

Results
Strongest force on any atom, eV/A: 1.8
Gap between HOMO and LUMO, eV: 10.72
E, a.u.: -271.7290
Energy relative to the best compared isomer or geometry (same formula, charge and spin), kcal/mol: 14.8

Structure (XYZ):
```
16
Properties=species:S:1:pos:R:3:forces:R:3:nbo_charge:R:1
C 2.144925 0.260216 -0.061201 0.5420 -0.4337 -0.5810 -0.6169
C 1.081768 -0.790730 0.221048 -0.6927 -1.0160 -0.4147 -0.3845
C -0.329826 -0.400308 -0.322142 -0.1678 0.1912 -1.0786 -0.3357
C -1.360483 -1.519990 -0.056129 -0.0197 -0.2929 0.3239 -0.6119
C -0.845427 0.859157 0.319828 -1.2362 0.7747 1.0640 0.4543
O -0.888855 1.984865 -0.136647 0.3870 -1.3575 0.2780 -0.5193
H 2.005064 0.520071 -1.143570 0.4905 0.2308 1.0033 0.2126
H 2.013282 1.121732 0.593880 -0.0505 0.1937 -0.3289 0.2137
H 3.197054 -0.109734 0.105376 -1.1296 0.2153 -0.2414 0.2164
H 1.321337 -1.751025 -0.313183 -0.0393 0.7623 0.6099 0.2093
H 0.959695 -1.034983 1.297087 0.2431 0.1429 -0.4821 0.2025
H -0.327372 -0.159469 -1.435686 0.3998 -0.4616 1.2133 0.2203
H -1.066132 -2.452576 -0.525503 0.2505 -0.0440 -0.4251 0.2196
H -2.367473 -1.288982 -0.446608 0.4231 0.0835 0.3559 0.2208
H -1.412678 -1.818649 1.013390 -0.1385 0.6371 -0.4295 0.2104
H -1.357677 0.644624 1.339571 0.7383 0.3739 -0.8671 0.0885
```
Positions in Å, forces in eV/Å.

---

[4]
C3H10NO6S | ωB97M-V/def2-TZVPD

Results
Strongest force on any atom, eV/A: 4.6
Gap between HOMO and LUMO, eV: 10.72
E, a.u.: -1024.3822
Energy relative to the best compared isomer or geometry (same formula, charge and spin), kcal/mol: 0.9
Net charge: +1

Structure (XYZ):
```
21
Properties=species:S:1:pos:R:3:forces:R:3:nbo_charge:R:1
C -1.087260 -1.581454 1.091580 -3.0788 -0.2655 -0.3570 -0.7034
C 0.190042 -0.936913 0.939105 0.8100 4.5063 -0.6487 0.5128
C -0.027895 0.408857 -0.224286 1.4654 -0.3469 2.3276 0.6519
N 1.454965 1.026755 -0.046531 -1.1234 -1.8087 -1.6641 -0.7925
O 1.149107 -1.572042 0.264270 2.1639 -3.8867 0.0535 -0.7316
O 0.904786 -0.491452 2.101266 -1.0138 0.0836 -0.5728 -0.7380
O -0.177379 -0.133398 -1.473469 0.1425 0.7096 0.5873 -0.6926
O -1.878415 2.213680 -2.067998 -0.6738 -0.1223 1.0845 -0.9474
O -0.863012 1.403024 0.142395 -0.3927 0.4942 -0.5079 -0.7430
O 0.060404 3.533412 -1.275032 1.0392 -0.1826 0.0154 -0.8827
S -1.164747 2.956070 -0.845887 -1.3748 -1.6265 -0.7629 1.8345
H -1.753247 -1.123463 1.824916 0.3980 0.0805 0.3388 0.2599
H -0.969835 -2.617793 1.319127 -0.0391 -0.8154 0.2128 0.2482
H -1.760398 -1.487786 0.180520 1.0998 -0.3277 0.6962 0.2361
H 1.948057 0.206510 -0.477204 0.4394 1.4391 0.0825 0.4649
H 1.517420 1.970185 -0.505041 0.3552 -1.1673 0.6486 0.4654
H 1.605426 0.924832 0.968599 0.1251 0.7574 -0.1570 0.4641
H 1.534333 -2.318688 0.874375 -0.9081 1.9114 -1.7152 0.5166
H 0.337007 -0.385914 2.862758 -0.4208 0.1819 0.3782 0.5037
H -0.618147 -0.979682 -1.321076 0.1073 -0.1833 -0.4914 0.5054
H -1.892946 2.174052 -3.042324 0.8795 0.5689 0.4514 0.5678
```
Positions in Å, forces in eV/Å.

---

[5]
C2H5PS | ωB97M-V/def2-TZVPD

Results
Strongest force on any atom, eV/A: 4.7
Gap between HOMO and LUMO, eV: 9.51
E, a.u.: -818.6026
Energy relative to the best compared isomer or geometry (same formula, charge and spin), kcal/mol: 59.8

Structure (XYZ):
```
9
Properties=species:S:1:pos:R:3:forces:R:3:nbo_charge:R:1
P -0.959332 0.563864 -0.055123 -0.9079 4.5351 -0.6746 0.5585
S -2.001797 -1.047195 0.070580 -0.3284 -0.2980 -0.1011 -0.5310
H -0.404619 1.231868 -1.228442 0.3200 -1.5993 0.3968 -0.0013
H -1.829987 1.789157 -0.125232 0.4013 -1.3760 0.8486 -0.0274
H -0.020684 1.026704 0.928166 -0.7836 -0.4364 -0.3777 0.0053
C 1.698589 -0.420489 0.037346 -2.1520 -3.5211 0.0517 -0.2618
C 0.970684 -1.371503 0.108780 0.8020 0.1470 -0.1056 -0.2181
H 2.340995 0.324667 0.089967 2.5440 3.0179 -0.0047 0.2134
H 0.206147 -2.097076 0.173960 0.1046 -0.4693 -0.0334 0.2625
```
Positions in Å, forces in eV/Å.

---

[6]
C2ClFN3O3 | ωB97M-V/def2-TZVPD

Results
Strongest force on any atom, eV/A: 6.7
Gap between HOMO and LUMO (spin up / spin down), eV: 9.09 / 9.10
E, a.u.: -1026.1973
Energy relative to the best compared isomer or geometry (same formula, charge and spin), kcal/mol: 0.0
Net charge: -1

Structure (XYZ):
```
10
Properties=species:S:1:pos:R:3:forces:R:3:nbo_charge:R:1
C -2.512491 -0.396438 -0.002745 -0.6178 -0.4117 -0.6436 0.3678
C 2.058403 -1.536540 0.047209 -0.4420 -1.1523 0.6881 1.0378
N -3.212404 -1.323544 -0.109329 0.9040 -0.0608 0.3237 -0.4336
N -2.199811 0.891402 -0.015031 4.3102 3.9561 0.7553 -0.4405
N -0.890517 1.462862 0.057785 -4.2538 -5.1234 -0.6723 0.2418
O 1.945961 -1.889429 -1.042124 0.1358 0.3872 -1.2968 -0.5227
O 2.125583 -1.410594 1.191800 0.3054 0.7281 0.6489 -0.5214
O 0.021368 0.551958 -0.007177 -0.7747 1.7458 0.3897 -0.4317
F 3.271354 2.584724 -0.462747 -1.0505 -0.6591 0.3721 -0.5652
Cl 1.708321 1.611876 -0.160775 1.4834 0.5901 -0.5651 0.2677
```
Positions in Å, forces in eV/Å.

---

[7]
C6H7NS | ωB97M-V/def2-TZVPD

Results
Strongest force on any atom, eV/A: 4.6
Gap between HOMO and LUMO, eV: 7.42
E, a.u.: -685.4543
Energy relative to the best compared isomer or geometry (same formula, charge and spin), kcal/mol: 198.0

Structure (XYZ):
```
15
Properties=species:S:1:pos:R:3:forces:R:3:nbo_charge:R:1
C 3.334052 -0.409552 -0.201581 -3.2992 0.1765 -1.1124 0.0435
C 1.674670 0.117432 0.340172 0.3238 2.5118 -0.5208 0.2115
C -0.584949 0.185350 -0.381182 0.6799 0.4314 -0.1769 -0.1321
C 2.154161 -1.238098 0.061780 1.0912 -2.8023 3.4644 -0.5721
C -1.839553 1.076209 -0.283173 0.7712 0.8515 1.7350 -0.5655
C -2.825480 -0.085881 0.036219 -1.3439 -0.5906 0.7271 -0.5109
N 2.663311 0.743350 -0.405492 -0.6456 0.5231 0.4899 -0.4255
S -1.418756 -1.282214 -0.270105 -0.7903 0.9650 0.2088 0.3479
H 4.236120 -0.492042 0.277052 2.4878 -0.1073 0.7562 0.1780
H 1.546920 -1.685272 -0.668474 -0.1909 -0.6831 -1.2685 0.2449
H 2.248939 -1.869475 1.032826 -0.3585 0.4400 -1.7000 0.2034
H -1.806014 1.981958 0.530150 0.0594 -2.2169 -2.1313 0.2535
H -1.860750 1.498675 -1.317328 -0.5742 -0.1199 0.7756 0.2641
H -3.197324 -0.204670 1.123854 0.8028 0.5046 -1.6857 0.2331
H -3.733301 -0.217172 -0.613834 0.9865 0.1163 0.4387 0.2263
```
Positions in Å, forces in eV/Å.

---

[8]
C5H4N3 | ωB97M-V/def2-TZVPD

Results
Strongest force on any atom, eV/A: 2.6
Gap between HOMO and LUMO, eV: 8.57
E, a.u.: -356.8001
Energy relative to the best compared isomer or geometry (same formula, charge and spin), kcal/mol: 0.0
Net charge: +1

Structure (XYZ):
```
12
Properties=species:S:1:pos:R:3:forces:R:3:nbo_charge:R:1
C -0.690349 -2.053136 -0.020519 1.5801 0.9731 -0.0010 0.5161
N 0.392448 -1.617331 0.000489 -2.1603 -1.5245 -0.0024 -0.2648
C 1.135370 -0.489911 0.033693 0.8656 1.8510 0.0394 0.0037
C 0.525659 0.717190 0.004889 0.6091 -0.7838 0.0139 -0.1721
C -0.902253 0.948467 -0.029271 -0.9021 0.3817 -0.0437 0.1716
N -1.760053 -0.004803 -0.024237 2.1299 -1.0680 -0.0153 -0.4658
C -3.065225 0.044906 -0.008609 -0.9968 0.5266 0.0451 0.3470
N -4.207803 -0.063286 0.038426 -0.4962 -0.0180 -0.0326 -0.2000
H -1.474875 -2.771074 -0.057161 -0.5854 -0.2054 -0.0009 0.2973
H 2.205396 -0.635390 0.089097 -0.0459 0.1089 -0.0468 0.2671
H 1.145243 1.604649 0.020222 0.0554 -0.1011 0.0148 0.2706
H -1.223058 1.992961 -0.051550 -0.0533 -0.1405 0.0294 0.2292
```
Positions in Å, forces in eV/Å.